{"formula": "C21H29N3OS", "method": "ωB97M-V/def2-TZVPD", "smiles": "CC(C)=CCN1CCN(Cc2nc(-c3ccccc3)cs2)C[C@@H]1CCO", "relative_energy_kcal_mol": 44.13, "charge": 0, "species": ["C", "C", "C", "C", "C", "N", "C", "C", "N", "C", "C", "N", "C", "C", "C", "C", "C", "C", "C", "C", "S", "C", "C", "C", "C", "O", "H", "H", "H", "H", "H", "H", "H", "H", "H", "H", "H", "H", "H", "H", "H", "H", "H", "H", "H", "H", "H", "H", "H", "H", "H", "H", "H", "H", "H"], "coordinates": [[-3.32144, -1.93293, 1.80463], [-4.09235, -1.66705, 0.54640], [-4.69631, -2.90260, -0.05617], [-4.25128, -0.48004, -0.02733], [-3.69116, 0.84393, 0.40095], [-2.68599, 1.26703, -0.56844], [-2.38525, 2.68295, -0.56120], [-1.42006, 3.11067, 0.55317], [-0.20793, 2.33145, 0.41109], [0.89178, 2.76672, 1.25773], [2.15782, 2.26093, 0.66046], [2.63451, 1.08582, 0.83075], [3.75132, 0.84436, 0.08478], [4.39318, -0.46183, 0.16230], [3.72416, -1.51126, 0.79177], [4.30173, -2.76331, 0.87031], [5.55543, -2.98731, 0.32543], [6.22985, -1.94915, -0.29649], [5.65631, -0.69479, -0.37947], [4.12872, 1.90573, -0.69293], [3.06038, 3.23231, -0.48799], [-0.51243, 0.92422, 0.58486], [-1.47039, 0.46499, -0.52113], [-0.76710, 0.48600, -1.88523], [0.05396, -0.78338, -2.11455], [-0.71553, -1.95882, -2.01202], [-3.96186, -2.42262, 2.53786], [-2.49141, -2.60535, 1.58809], [-2.92091, -1.02712, 2.24735], [-5.36178, -3.38680, 0.65787], [-5.26020, -2.66969, -0.95533], [-3.91046, -3.61332, -0.31057], [-4.81169, -0.42301, -0.95135], [-3.30642, 0.80443, 1.43008], [-4.49638, 1.58513, 0.37653], [-1.91948, 2.92421, -1.52072], [-3.31857, 3.24466, -0.48097], [-1.88968, 2.96504, 1.54395], [-1.18261, 4.17105, 0.43822], [0.90907, 3.85897, 1.27355], [0.79966, 2.39386, 2.29275], [2.74888, -1.32595, 1.21428], [3.77214, -3.56918, 1.35690], [6.00744, -3.96632, 0.38643], [7.21019, -2.11841, -0.71787], [6.19554, 0.10884, -0.85770], [4.95112, 1.98401, -1.37366], [-0.96318, 0.73986, 1.57779], [0.41448, 0.35366, 0.52965], [-1.77425, -0.56667, -0.31828], [-0.10970, 1.35237, -1.95191], [-1.53174, 0.56555, -2.66209], [0.53770, -0.73144, -3.10203], [0.83668, -0.88092, -1.35877], [-1.49449, -1.85950, -2.57175]], "atomic_forces_ev_per_a": [[0.01, 0.22, -0.11], [-0.13, -0.15, 0.05], [0.03, 0.17, -0.05], [-0.03, 0.17, 0.12], [0.04, -0.10, 0.03], [-0.21, 0.01, 0.04], [0.07, 0.24, 0.16], [-0.23, 0.04, -0.22], [0.03, 0.16, 0.15], [-0.27, -0.04, 0.03], [0.37, 0.89, -0.50], [-0.23, -0.48, 0.57], [0.23, 0.83, -0.57], [0.19, -0.47, 0.06], [0.02, 0.14, -0.06], [0.05, -0.11, 0.00], [0.02, -0.08, 0.02], [0.09, -0.03, -0.06], [-0.17, 0.03, 0.07], [-0.21, 0.01, 0.14], [-0.13, -0.63, 0.43], [-0.15, -0.27, -0.22], [0.22, -0.11, -0.14], [0.11, -0.47, 0.24], [0.20, 0.54, -0.20], [-0.37, -0.41, -0.01], [-0.01, -0.06, 0.08], [0.08, -0.10, 0.03], [0.07, 0.05, 0.09], [-0.06, -0.10, 0.04], [-0.06, -0.02, -0.08], [0.04, -0.13, -0.02], [-0.10, -0.08, -0.15], [-0.08, 0.04, -0.01], [0.07, 0.00, 0.08], [0.00, 0.14, 0.03], [0.01, -0.01, -0.05], [0.04, 0.03, -0.01], [-0.02, 0.00, 0.04], [-0.04, -0.06, 0.07], [0.04, 0.09, -0.08], [-0.07, 0.01, 0.04], [-0.04, -0.06, 0.04], [0.03, -0.07, 0.01], [0.07, -0.01, -0.03], [0.07, 0.09, -0.04], [0.22, -0.07, -0.14], [0.06, 0.01, 0.01], [-0.08, -0.05, 0.06], [0.06, 0.12, -0.01], [0.03, 0.08, -0.11], [-0.01, 0.04, -0.05], [0.03, 0.02, 0.18], [0.05, 0.04, -0.05], [0.05, -0.04, 0.03]], "lowdin_charge": [-0.053, -0.356, -0.066, -0.068, -0.186, -0.131, -0.161, -0.167, -0.164, -0.187, -0.559, 0.093, -0.333, -0.174, -0.031, -0.080, -0.093, -0.087, -0.034, -0.348, 1.049, -0.128, -0.289, -0.125, -0.263, -0.068, 0.083, 0.087, 0.058, 0.079, 0.073, 0.081, 0.110, 0.102, 0.121, 0.119, 0.118, 0.125, 0.120, 0.114, 0.133, 0.103, 0.102, 0.100, 0.102, 0.104, 0.063, 0.127, 0.104, 0.131, 0.112, 0.121, 0.117, 0.111, 0.090]}


{"formula": "C21H29N3OS", "method": "ωB97M-V/def2-TZVPD", "smiles": "CC(C)=CCN1CCN(Cc2cnc(-c3ccccc3)s2)C[C@@H]1CCO", "relative_energy_kcal_mol": 45.40, "charge": 0, "species": ["C", "C", "C", "C", "C", "N", "C", "C", "N", "C", "C", "C", "N", "C", "C", "C", "C", "C", "C", "C", "S", "C", "C", "C", "C", "O", "H", "H", "H", "H", "H", "H", "H", "H", "H", "H", "H", "H", "H", "H", "H", "H", "H", "H", "H", "H", "H", "H", "H", "H", "H", "H", "H", "H", "H"], "coordinates": [[3.99556, -3.45933, -0.24883], [3.52757, -4.17172, 0.98339], [3.95999, -5.60369, 1.08866], [2.79689, -3.59145, 1.92787], [2.33379, -2.15903, 1.91534], [1.52376, -1.86785, 0.73799], [0.29090, -2.62985, 0.67916], [-0.82863, -2.06531, 1.56253], [-1.05361, -0.68088, 1.19875], [-2.21205, -0.08933, 1.83878], [-2.55374, 1.19723, 1.17267], [-2.85104, 2.41029, 1.71884], [-3.10130, 3.40366, 0.84474], [-3.00339, 3.01907, -0.38380], [-3.20625, 3.87173, -1.53176], [-3.03245, 3.39485, -2.83058], [-3.23380, 4.23095, -3.91115], [-3.60967, 5.54985, -3.71165], [-3.78283, 6.03181, -2.42323], [-3.58350, 5.20269, -1.33787], [-2.58337, 1.31348, -0.55214], [0.15671, 0.08684, 1.42467], [1.27335, -0.45060, 0.51948], [0.92995, -0.20249, -0.95757], [1.31908, 1.20700, -1.40393], [2.69375, 1.47094, -1.24917], [3.43459, -2.54333, -0.39620], [3.87148, -4.09826, -1.12143], [5.05630, -3.22235, -0.15873], [3.51988, -6.18980, 0.28186], [3.66096, -6.04085, 2.03785], [5.04305, -5.67574, 0.99503], [2.50382, -4.16949, 2.79465], [1.80382, -1.95041, 2.85804], [3.20520, -1.49626, 1.87669], [0.51064, -3.66003, 0.96491], [-0.05434, -2.62418, -0.35766], [-1.74601, -2.63268, 1.38699], [-0.56216, -2.16588, 2.63095], [-3.04779, -0.79058, 1.72799], [-2.06169, 0.09305, 2.91969], [-2.89899, 2.62029, 2.77268], [-2.73814, 2.36628, -2.98377], [-3.09729, 3.85391, -4.91404], [-3.76681, 6.20083, -4.55890], [-4.07512, 7.05976, -2.26699], [-3.71374, 5.55994, -0.32871], [-0.03463, 1.13447, 1.18578], [0.47247, 0.03580, 2.48344], [2.19962, 0.09031, 0.74509], [1.47151, -0.93313, -1.56393], [-0.13890, -0.34139, -1.11535], [1.01794, 1.35301, -2.45209], [0.81005, 1.95953, -0.79801], [3.18859, 0.78832, -1.71703]], "atomic_forces_ev_per_a": [[-0.02, 0.11, 0.13], [0.07, -0.12, -0.02], [-0.11, 0.10, 0.10], [-0.04, 0.05, 0.19], [-0.01, 0.02, -0.08], [0.02, 0.03, 0.11], [-0.22, -0.09, 0.10], [0.15, -0.22, -0.14], [-0.09, -0.02, 0.12], [-0.06, -0.14, 0.03], [-0.12, 0.30, 0.02], [0.21, -0.98, 0.08], [-0.23, 0.98, -0.35], [0.22, -1.15, 0.31], [-0.13, 0.57, -0.68], [-0.03, 0.08, 0.27], [0.00, 0.02, -0.13], [0.00, 0.01, -0.04], [-0.01, 0.05, -0.05], [0.06, -0.22, 0.02], [-0.13, 0.62, 0.46], [0.30, 0.05, -0.14], [-0.04, 0.22, -0.15], [0.23, 0.44, 0.20], [-0.49, -0.27, -0.16], [0.54, -0.01, 0.02], [0.02, 0.07, -0.11], [0.02, -0.03, -0.13], [0.14, -0.03, -0.05], [0.02, -0.09, -0.08], [-0.01, -0.07, 0.07], [0.11, -0.07, -0.03], [0.04, -0.17, 0.08], [0.12, 0.05, -0.02], [-0.09, 0.05, 0.06], [-0.06, 0.01, -0.09], [-0.09, -0.09, 0.02], [0.02, -0.01, 0.05], [-0.05, 0.01, -0.01], [0.10, 0.02, 0.10], [-0.04, -0.04, -0.10], [0.04, -0.06, 0.22], [0.03, -0.08, -0.10], [0.01, -0.03, -0.07], [-0.01, 0.05, -0.07], [-0.02, 0.08, 0.02], [-0.01, 0.04, 0.09], [0.01, 0.02, 0.05], [-0.07, 0.03, -0.04], [-0.09, -0.08, 0.00], [-0.01, -0.05, -0.06], [-0.03, -0.06, -0.12], [-0.05, 0.04, 0.16], [-0.06, -0.01, -0.06], [-0.02, 0.08, 0.02]], "lowdin_charge": [-0.048, -0.349, -0.067, -0.077, -0.187, -0.151, -0.149, -0.162, -0.188, -0.215, -0.500, -0.179, 0.054, -0.516, -0.230, -0.059, -0.083, -0.088, -0.079, -0.024, 1.118, -0.132, -0.291, -0.137, -0.270, -0.065, 0.056, 0.081, 0.087, 0.080, 0.073, 0.080, 0.103, 0.109, 0.127, 0.118, 0.121, 0.123, 0.123, 0.126, 0.134, 0.113, 0.084, 0.103, 0.101, 0.103, 0.109, 0.117, 0.131, 0.145, 0.120, 0.087, 0.118, 0.112, 0.089]}


{"formula": "C21H29NO4", "method": "ωB97M-V/def2-TZVPD", "smiles": "COCc1ccc(CN2CCC[C@](CO)(Cc3cccc(OC)c3)C2)o1", "relative_energy_kcal_mol": 71.16, "charge": 0, "species": ["C", "O", "C", "C", "C", "C", "C", "C", "N", "C", "C", "C", "C", "C", "O", "C", "C", "C", "C", "C", "C", "O", "C", "C", "C", "O", "H", "H", "H", "H", "H", "H", "H", "H", "H", "H", "H", "H", "H", "H", "H", "H", "H", "H", "H", "H", "H", "H", "H", "H", "H", "H", "H", "H", "H"], "coordinates": [[-3.90504, -1.00585, -3.83218], [-3.54057, -0.07587, -4.82184], [-2.19500, -0.19325, -5.23846], [-1.21016, 0.12138, -4.15681], [-0.84927, 1.29920, -3.57137], [0.10131, 0.97063, -2.57519], [0.25949, -0.38468, -2.62204], [1.05462, -1.32909, -1.77351], [0.38545, -1.73947, -0.54863], [-0.86077, -2.44380, -0.78298], [-1.31899, -3.09787, 0.51472], [-1.48333, -2.04867, 1.60919], [-0.22104, -1.18783, 1.76673], [0.94187, -2.03140, 2.32551], [0.62147, -2.74721, 3.49203], [-0.55575, -0.01145, 2.71833], [0.60578, 0.89206, 3.02288], [1.39233, 0.69256, 4.14842], [2.47427, 1.52015, 4.40334], [2.78222, 2.55237, 3.54414], [1.99205, 2.77666, 2.41599], [2.36552, 3.82617, 1.63037], [1.62250, 4.09686, 0.46845], [0.90644, 1.94744, 2.16718], [0.19270, -0.65268, 0.38971], [-0.54300, -0.90303, -3.57765], [-3.73638, -2.03476, -4.17339], [-4.96554, -0.85389, -3.64288], [-3.34551, -0.84819, -2.90294], [-2.09132, 0.51780, -6.06158], [-1.99728, -1.21236, -5.60381], [-1.21667, 2.27357, -3.81987], [0.61003, 1.65226, -1.92404], [2.00180, -0.86056, -1.49451], [1.26356, -2.23194, -2.35373], [-1.65229, -1.76317, -1.14726], [-0.69018, -3.20444, -1.54826], [-2.26868, -3.61015, 0.34995], [-0.58266, -3.83862, 0.82343], [-1.70521, -2.54278, 2.55657], [-2.32536, -1.39751, 1.35883], [1.22658, -2.77762, 1.58323], [1.80729, -1.37626, 2.49811], [0.42978, -2.11384, 4.19219], [-1.35565, 0.57453, 2.25903], [-0.94943, -0.42533, 3.65035], [1.15885, -0.10220, 4.84242], [3.08062, 1.35602, 5.28153], [3.62053, 3.20577, 3.72446], [2.10253, 4.95704, 0.00440], [0.58235, 4.34679, 0.70193], [1.64622, 3.25246, -0.22866], [0.27213, 2.11472, 1.31096], [-0.57908, 0.05396, 0.03342], [1.13844, -0.11294, 0.48129]], "atomic_forces_ev_per_a": [[-0.01, -0.03, 0.08], [-0.06, 0.12, -0.15], [0.10, -0.09, 0.11], [-0.27, 0.79, -0.22], [-0.22, -0.51, -0.34], [0.14, -0.55, 0.00], [0.39, 0.60, 0.45], [-0.19, -0.05, -0.12], [0.03, -0.03, -0.03], [-0.04, -0.31, 0.15], [-0.13, 0.21, -0.10], [0.20, -0.11, -0.03], [-0.04, -0.06, 0.13], [0.09, 0.25, -0.53], [-0.19, -0.10, 0.50], [0.15, -0.18, -0.20], [-0.02, 0.03, 0.26], [-0.12, -0.03, -0.07], [0.06, 0.05, -0.04], [-0.01, 0.12, -0.15], [0.09, -0.05, 0.11], [0.13, -0.13, 0.31], [-0.13, 0.05, -0.18], [0.06, 0.23, -0.17], [0.07, -0.12, 0.23], [0.00, -0.35, -0.07], [-0.01, 0.00, 0.02], [0.01, -0.07, 0.05], [-0.01, -0.01, 0.00], [0.07, -0.14, 0.08], [0.01, 0.12, -0.04], [-0.13, 0.19, -0.12], [0.17, 0.07, 0.19], [-0.04, -0.03, -0.10], [0.10, 0.08, -0.01], [0.04, -0.01, -0.05], [-0.04, 0.05, -0.05], [0.01, -0.07, 0.01], [0.01, -0.11, -0.03], [-0.06, 0.09, 0.03], [-0.06, 0.07, 0.01], [0.03, 0.11, 0.06], [-0.05, -0.08, -0.09], [0.04, -0.10, 0.01], [-0.08, -0.04, 0.04], [-0.08, 0.02, 0.01], [-0.05, -0.10, 0.07], [0.06, 0.00, 0.07], [0.10, 0.09, 0.03], [-0.07, -0.06, -0.01], [0.03, -0.03, -0.01], [-0.02, 0.01, 0.03], [-0.07, 0.04, -0.13], [0.04, 0.06, 0.02], [-0.01, 0.09, -0.03]], "lowdin_charge": [-0.104, -0.175, -0.150, -0.255, 0.001, -0.014, -0.254, -0.106, -0.148, -0.184, -0.156, -0.136, -0.401, -0.208, -0.041, -0.089, -0.223, -0.057, -0.070, -0.009, -0.264, -0.080, -0.086, 0.017, -0.144, 0.077, 0.094, 0.090, 0.078, 0.133, 0.132, 0.113, 0.095, 0.131, 0.131, 0.121, 0.128, 0.113, 0.114, 0.118, 0.123, 0.122, 0.126, 0.070, 0.127, 0.125, 0.107, 0.106, 0.116, 0.095, 0.098, 0.081, 0.106, 0.134, 0.129]}


Values of HOMO level, in order: -0.29692; -0.29931; -0.31181, all in hartree.